Here is C27H45LuNO2P2 as an isolated structure from the Open Molecules 2025 dataset. Energies are from the ωB97M-V functional and the def2-TZVPD basis.

Geometry (Å):
Lu (-0.24184, -1.99031, 0.55594)
P (-1.29123, 1.37075, -3.34039)
P (-2.29039, -0.79014, -1.17965)
O (3.19833, -0.26399, -1.03844)
O (0.77606, -3.81672, 0.39420)
N (1.72677, -1.92116, -0.43166)
C (1.70525, 2.63049, -1.19605)
C (-1.73636, -0.29050, -2.94017)
C (1.51019, 3.57954, -0.27366)
C (3.24449, -3.69424, -0.09161)
C (2.97673, -1.43022, -0.82733)
C (-0.51297, -1.46044, 3.13389)
C (0.73664, 1.59044, -1.55400)
C (3.92373, -2.61331, -0.91498)
C (-0.06967, 1.12722, -0.37076)
C (-1.83438, 2.90419, -0.82854)
C (1.74083, -1.42858, 2.69055)
C (0.21568, 3.85674, 0.39702)
C (0.88236, -3.53341, 3.87974)
C (2.04995, 1.06115, 2.13154)
C (0.67808, -2.22412, 3.19578)
C (-0.45008, 1.45361, -4.93876)
C (-2.62728, 2.58081, -3.54610)
C (-2.46967, -2.55876, -1.73122)
C (-4.06754, -0.30547, -1.53746)
C (-1.04080, 1.04275, 2.86858)
C (-1.52406, 1.64038, -0.37244)
C (-1.80572, -1.87008, 3.74637)
C (-1.03347, 4.09919, -0.51740)
C (-0.19500, -0.15840, 2.61926)
C (3.16462, -1.72903, 2.92275)
C (1.84579, -3.20836, -0.01261)
C (1.22370, -0.15936, 2.31179)
H (0.43265, 2.09197, -4.83328)
H (-4.72714, -1.01072, -1.01026)
H (-0.10614, 3.13143, 1.16200)
H (1.87103, 1.74368, 2.97699)
H (-2.84849, 3.12121, -1.10383)
H (-4.33064, 0.70264, -1.20726)
H (-3.10406, -3.12477, -1.04027)
H (3.25283, -4.69994, -0.56005)
H (4.92814, -2.32380, -0.57628)
H (3.66057, -3.75447, 0.92321)
H (-2.26653, 3.52223, -3.10638)
H (3.11794, 0.83837, 2.07845)
H (2.32412, 4.24242, 0.02509)
H (-4.30819, -0.38656, -2.60299)
H (1.43354, -3.42544, 4.82602)
H (1.46290, -4.24353, 3.27960)
H (3.84247, -0.99856, 2.49588)
H (3.49149, -2.71019, 2.58023)
H (-0.80082, 4.74507, -1.36607)
H (-2.80764, 2.82435, -4.59719)
H (-2.87379, -2.57892, -2.75476)
H (-0.06596, -4.01630, 4.13028)
H (-1.12995, 1.90429, -5.67846)
H (-0.41552, 1.92339, 3.05844)
H (-1.69848, 4.65130, 0.14233)
H (-1.67373, 0.89636, 3.75544)
H (3.36004, -1.72973, 3.99974)
H (4.01380, -2.91366, -1.96774)
H (-0.08138, 1.86842, -2.33167)
H (-1.47598, -3.04060, -1.77104)
H (-3.54086, 2.27977, -3.02127)
H (-1.85416, -1.70816, 4.83848)
H (-2.18520, 1.34221, 0.48514)
H (-1.72780, 1.32473, 2.07907)
H (-0.14958, 0.44914, -5.26831)
H (2.56881, 2.70335, -1.86083)
H (-2.51138, -0.58285, -3.68580)
H (-2.63980, -1.30001, 3.33936)
H (1.27109, 0.69376, -1.88259)
H (-0.84081, -0.90692, -3.13555)
H (0.10366, 0.03418, -0.32854)
H (-2.01156, -2.93508, 3.57959)
H (0.38906, 4.75227, 0.99384)
H (1.84069, 1.62203, 1.21228)
H (0.40198, 1.49095, 0.52481)

Output
Kohn-Sham gap = 5.4 eV
HOMO level = -8.5 eV
E_LUMO = -3.1 eV
2S+1 = 1
ΔE to the lowest compared entry with this formula, charge and spin = 538.6 kJ/mol
net charge = +1

Here is a 2-piece molecular cluster, C4H8O3 overall from the Open Molecules 2025 dataset. Energies are from the ωB97M-V functional and the def2-TZVPD basis.

Geometry (Å):
O (-0.14234, -0.73694, 0.60789)
O (-1.74961, -1.14228, -2.21396)
O (0.79120, 1.24901, 1.15170)
C (-0.65250, -1.30677, -1.51476)
C (-0.00722, 0.49394, 0.35573)
C (1.63552, 0.55684, 2.05890)
C (-0.58326, 1.13867, -0.74023)
H (0.23912, -0.90316, -1.96441)
H (1.10036, -0.24107, 2.57693)
H (-0.61383, -2.14359, -0.83617)
H (-2.48793, -1.62109, -1.80916)
H (2.49694, 0.12916, 1.53131)
H (-0.29053, 2.16374, -0.94991)
H (-1.60874, 0.88622, -0.97676)
H (1.98334, 1.30524, 2.77418)

Output
Kohn-Sham gap (alpha / beta) = 6.9 / 6.8 eV
HOMO level (alpha / beta) = -7.2 / -7.2 eV
E_LUMO (alpha / beta) = -0.4 / -0.4 eV
2S+1 = 1
ΔE to the lowest compared entry with this formula, charge and spin = 479.9 kJ/mol
net charge = 0

Record-wise maximum force values, in eV/A: 4.11 0.29